[1]
Entry from OMol25: 2 unconnected molecules or ions with the total composition C5H7NO3 (the ωB97M-V functional and the def2-TZVPD basis).

Summary:
energy above the lowest of the compared OMol25 structures with the same formula, charge and spin = 110.7 kcal/mol
spin multiplicity = 1
HOMO = -9.19 eV
molar mass = 129.1 g mol⁻¹
HOMO-LUMO gap = 9.02 eV
net charge = 0
SMILES = C[C@H]1OC1=C=O.[H]/N=C\O
LUMO = -0.173 eV

Each line ends with the Löwdin charge.
Atoms and positions in Å:
1 C 1.662 1.200 0.716  -0.019
2 C 1.710 0.269 -0.460  -0.268
3 O 2.569 -0.832 -0.390  0.069
4 C 1.223 -1.119 -0.351  -0.186
5 C 0.366 -1.821 0.298  -0.120
6 O -0.593 -2.463 0.524  0.129
7 H 0.803 1.861 0.643  0.085
8 H 2.569 1.801 0.738  0.085
9 H 1.602 0.634 1.643  0.091
10 H 1.613 0.718 -1.445  0.148
11 H -1.495 -0.815 -1.456  0.040
12 N -1.925 0.107 -1.425  0.106
13 C -2.460 0.426 -0.343  -0.388
14 O -2.545 -0.236 0.814  0.036
15 H -2.944 1.397 -0.274  0.116
16 H -2.155 -1.126 0.767  0.075

***

[2]
Entry from OMol25: a molecular structure, C22H18N6SSbZr (the ωB97M-V functional and the def2-TZVPD basis).

Summary:
energy above the lowest of the compared OMol25 structures with the same formula, charge and spin = 2.8 kcal/mol
spin multiplicity = 1
HOMO = -11.08 eV
molar mass = 611.5 g mol⁻¹
HOMO-LUMO gap = 7.15 eV
net charge = +1
LUMO = -3.927 eV

Each line ends with the Löwdin charge.
Atoms and positions in Å:
1 Zr 0.101 -0.804 0.023  1.101
2 C -1.245 1.347 -2.802  -0.021
3 C -0.707 2.107 -1.631  -0.288
4 C -0.967 3.476 -1.526  0.013
5 C -0.415 4.200 -0.496  -0.019
6 C 0.420 3.549 0.410  -0.114
7 C 0.624 2.189 0.277  -0.439
8 N 0.045 1.478 -0.718  -0.057
9 Sb 2.112 1.366 1.642  1.578
10 C 2.937 -0.010 0.180  -0.454
11 C 4.308 -0.179 0.181  -0.100
12 C 4.900 -0.829 -0.899  -0.015
13 C 4.108 -1.241 -1.950  0.018
14 C 2.727 -1.067 -1.887  -0.323
15 C 1.829 -1.562 -2.972  -0.034
16 N 2.172 -0.480 -0.821  -0.139
17 C 0.812 0.054 2.793  -0.441
18 C 0.957 0.145 4.162  -0.110
19 C 0.119 -0.612 4.978  -0.013
20 C -0.843 -1.406 4.394  0.016
21 C -0.963 -1.456 3.006  -0.287
22 C -2.014 -2.282 2.345  -0.035
23 N -0.125 -0.739 2.234  -0.107
24 H -0.783 1.729 -3.715  0.104
25 H -1.046 0.279 -2.734  0.047
26 H -2.322 1.497 -2.893  0.066
27 H -1.600 3.947 -2.264  0.134
28 H -0.609 5.259 -0.401  0.125
29 H 0.900 4.101 1.208  0.093
30 H 4.911 0.205 0.994  0.099
31 H 5.970 -0.985 -0.924  0.125
32 H 4.539 -1.717 -2.819  0.131
33 H 2.299 -1.431 -3.945  0.097
34 H 1.621 -2.623 -2.818  0.072
35 H 0.872 -1.033 -2.975  0.062
36 H 1.708 0.795 4.591  0.094
37 H 0.215 -0.568 6.054  0.126
38 H -1.519 -1.996 4.997  0.129
39 H -2.539 -2.888 3.079  0.093
40 H -2.745 -1.639 1.848  0.086
41 H -1.565 -2.933 1.588  0.026
42 N -1.880 -0.809 -0.686  -0.018
43 C -3.018 -0.805 -0.987  -0.142
44 C -4.298 -0.654 -1.394  -0.243
45 C -5.217 -1.732 -1.348  -0.208
46 N -5.952 -2.613 -1.283  0.164
47 C -4.627 0.655 -1.830  -0.216
48 N -4.775 1.745 -2.169  0.159
49 S 0.568 -3.032 -0.098  0.066

***

[3]
Entry from OMol25: C6H11N3 in the gas phase (the ωB97M-V functional and the def2-TZVPD basis).

Summary:
energy above the lowest of the compared OMol25 structures with the same formula, charge and spin = 125.5 kcal/mol
spin multiplicity = 1
HOMO (alpha / beta) = -7.65 / -8.09 eV
molar mass = 125.2 g mol⁻¹
HOMO-LUMO gap (alpha / beta) = 7.12 / 7.76 eV
net charge = 0
LUMO (alpha / beta) = -0.531 / -0.326 eV

Each line ends with the Löwdin charge.
Atoms and positions in Å:
1 C -0.289 -1.097 -1.027  -0.189
2 C 1.112 0.767 -1.940  -0.076
3 C -0.546 -0.947 2.462  -0.012
4 N -0.058 0.366 -1.172  -0.165
5 N 0.332 -1.560 0.197  0.047
6 C -0.088 0.860 0.213  -0.463
7 C 0.146 -0.504 1.206  -0.398
8 C -0.966 1.916 -0.016  0.128
9 N 0.888 0.634 1.171  0.154
10 H 1.321 -1.727 0.072  0.112
11 H -1.370 -1.244 -0.950  0.121
12 H 0.081 -1.627 -1.907  0.120
13 H 1.152 1.852 -2.004  0.086
14 H 1.035 0.359 -2.948  0.082
15 H 2.041 0.420 -1.466  0.082
16 H 0.057 -1.682 2.999  0.084
17 H -1.499 -1.416 2.208  0.082
18 H -0.721 -0.093 3.113  0.080
19 H -0.787 2.890 0.427  0.061
20 H -1.843 1.833 -0.638  0.065

***

[4]
Entry from OMol25: 3 unconnected molecules or ions with the total composition C3H14N2O2 (the ωB97M-V functional and the def2-TZVPD basis).

Summary:
energy above the lowest of the compared OMol25 structures with the same formula, charge and spin = 18.7 kcal/mol
spin multiplicity = 2
HOMO (alpha / beta) = -14.34 / -14.32 eV
molar mass = 110.2 g mol⁻¹
HOMO-LUMO gap (alpha / beta) = 10.99 / 5.79 eV
net charge = +1
expectation value of S² = 0.754
LUMO (alpha / beta) = -3.347 / -8.524 eV

Each line ends with the Löwdin charge.
Atoms and positions in Å:
1 N -1.468 -1.079 0.693  0.006
2 C -0.860 -1.078 -0.662  -0.216
3 C 0.574 -0.576 -0.602  -0.129
4 N 0.619 0.798 -0.069  0.096
5 C 1.927 1.402 0.101  0.007
6 H -2.270 -1.708 0.676  0.102
7 H -1.991 -0.204 0.786  0.089
8 H -0.859 -2.124 -0.966  0.136
9 H -1.406 -0.436 -1.344  0.097
10 H 1.179 -1.151 0.108  0.152
11 H 0.990 -0.523 -1.614  0.156
12 H 0.002 0.907 0.753  0.170
13 H 2.675 0.631 0.002  0.111
14 H 2.099 2.174 -0.654  0.130
15 H 2.014 1.869 1.082  0.121
16 H -1.454 2.508 -2.631  0.070
17 H -0.641 1.914 -1.452  -0.003
18 O -1.414 1.777 -2.001  -0.032
19 H -0.660 -1.940 2.551  0.011
20 H 0.724 -1.328 2.303  -0.016
21 O 0.220 -1.835 2.941  -0.059

***

[5]
Entry from OMol25: a gas-phase ion, C5H10N (charge +1) (the ωB97M-V functional and the def2-TZVPD basis).

Summary:
energy above the lowest of the compared OMol25 structures with the same formula, charge and spin = 56.9 kcal/mol
spin multiplicity = 1
HOMO = -14.27 eV
molar mass = 84.1 g mol⁻¹
HOMO-LUMO gap = 8.33 eV
net charge = +1
SMILES = C=[NH+]C(=C)CC
LUMO = -5.945 eV

Each line ends with the Löwdin charge.
Atoms and positions in Å:
1 C 0.733 1.498 -1.424  0.229
2 N 0.686 0.166 -1.106  0.075
3 C 0.352 -0.314 0.193  -0.335
4 C 1.226 -1.293 0.536  0.136
5 C -0.702 0.235 1.122  -0.188
6 C -2.026 -0.322 0.617  -0.096
7 H 1.075 1.865 -2.457  0.146
8 H 0.702 2.224 -0.579  0.126
9 H 1.066 -0.452 -1.866  0.196
10 H 1.121 -1.883 1.400  0.071
11 H 2.142 -1.615 0.019  0.097
12 H -0.619 1.365 1.150  0.127
13 H -0.386 -0.160 2.168  0.155
14 H -1.965 -1.161 -0.012  0.055
15 H -2.755 -0.488 1.590  0.150
16 H -2.680 0.318 0.068  0.056

***

[6]
Entry from OMol25: a gas-phase ion, C30H44BN2O7 (charge +1) (the ωB97M-V functional and the def2-TZVPD basis).

Summary:
spin multiplicity = 1
HOMO = -10.45 eV
molar mass = 555.5 g mol⁻¹
HOMO-LUMO gap = 5.53 eV
net charge = +1
SMILES = C=CCOC(=O)c1c(C)c(B(O)OC)n(COc2cc(C)ccc2C(C)C)/c(=[NH+]/CCC)c1CCOC(=O)CC
LUMO = -4.925 eV

Each line ends with the Löwdin charge.
Atoms and positions in Å:
1 C 3.996 -4.519 1.440  -0.025
2 C 2.766 -5.339 1.101  -0.089
3 C 1.345 -4.458 1.067  -0.207
4 O 0.153 -5.318 1.117  -0.071
5 C -1.099 -4.498 1.024  -0.217
6 O -2.264 -5.195 1.009  0.010
7 C -1.024 -2.856 1.003  0.048
8 C -1.014 -2.011 2.408  -0.011
9 C -1.088 -2.788 3.886  -0.045
10 C -0.891 -0.347 2.352  0.125
11 B -0.895 0.397 3.847  -0.449
12 O -2.103 1.173 4.196  0.074
13 O 0.315 0.241 4.681  -0.071
14 C 0.022 0.735 6.056  -0.059
15 N -0.780 0.435 1.027  0.056
16 C -0.632 1.958 1.016  -0.138
17 O 0.649 2.441 1.553  -0.131
18 C 1.664 2.627 0.504  -0.110
19 C 2.250 1.463 -0.496  0.029
20 C 3.444 1.807 -1.615  -0.169
21 C 3.989 0.523 -2.536  -0.119
22 C 4.096 3.303 -1.798  -0.019
23 C 3.499 4.484 -0.783  0.004
24 C 2.314 4.159 0.350  -0.043
25 C 1.883 5.440 1.300  -0.351
26 C 0.429 6.107 0.907  -0.099
27 C 1.976 5.070 2.929  -0.104
28 C -0.830 -0.337 -0.309  -0.027
29 N -0.763 0.372 -1.677  -0.005
30 C -2.182 0.401 -2.284  -0.203
31 C -3.106 1.634 -1.700  -0.203
32 C -3.938 1.183 -0.331  -0.126
33 C -0.954 -1.993 -0.395  0.021
34 C -1.013 -2.854 -1.801  -0.091
35 C -2.549 -3.440 -2.108  -0.148
36 O -2.604 -3.901 -3.506  -0.093
37 C -2.723 -2.785 -4.458  -0.256
38 O -3.770 -1.955 -4.339  -0.014
39 C -1.633 -2.590 -5.671  -0.129
40 C -0.552 -1.372 -5.426  -0.127
41 H 5.013 -4.696 0.884  0.068
42 H 3.969 -3.638 2.244  0.077
43 H 2.783 -6.483 0.853  0.113
44 H 1.439 -3.713 1.994  0.138
45 H 1.395 -3.859 0.040  0.132
46 H -0.129 -2.463 4.510  0.108
47 H -2.013 -2.424 4.507  0.110
48 H -1.025 -3.966 3.766  0.110
49 H -2.660 1.186 3.344  0.122
50 H 0.922 0.392 6.724  0.120
51 H -1.009 0.227 6.372  0.123
52 H -0.059 1.915 6.021  0.126
53 H -1.496 2.419 1.700  0.162
54 H -0.772 2.442 -0.040  0.144
55 H 1.870 0.355 -0.425  0.080
56 H 4.341 -0.286 -1.732  0.091
57 H 3.098 0.055 -3.133  0.063
58 H 4.843 0.823 -3.279  0.084
59 H 4.950 3.594 -2.544  0.093
60 H 3.958 5.584 -0.842  0.102
61 H 2.687 6.310 1.151  0.129
62 H -0.130 6.376 1.909  0.078
63 H -0.146 5.350 0.225  0.072
64 H 0.636 7.125 0.321  0.095
65 H 1.015 5.391 3.518  0.072
66 H 2.232 3.920 3.108  0.082
67 H 2.881 5.660 3.436  0.089
68 H -0.141 -0.203 -2.301  0.098
69 H -2.781 -0.596 -2.055  0.100
70 H -2.169 0.513 -3.454  0.119
71 H -3.940 1.849 -2.520  0.125
72 H -2.451 2.594 -1.547  0.104
73 H -3.624 1.883 0.557  0.059
74 H -3.707 0.052 -0.085  0.070
75 H -5.118 1.232 -0.504  0.099
76 H -0.575 -2.296 -2.732  0.094
77 H -0.358 -3.834 -1.613  0.137
78 H -2.726 -4.406 -1.436  0.144
79 H -3.386 -2.678 -1.808  0.132
80 H -2.249 -2.317 -6.645  0.140
81 H -0.997 -3.583 -5.810  0.136
82 H -1.044 -0.348 -5.119  0.072
83 H 0.279 -1.625 -4.634  0.066
84 H 0.015 -1.229 -6.466  0.104

***

Number 1: F_max 1.7 eV/A. Number 2: F_max 2.0 eV/A. Number 3: F_max 3.2 eV/A. Number 4: F_max 2.6 eV/A. Number 5: F_max 6.5 eV/A. Number 6: F_max 9.5 eV/A.